# C5H9N4O4

A gas-phase ion, C5H9N4O4 (charge -1) at a distorted geometry (ωB97M-V with the def2-TZVPD basis set, OMol25).

Computed properties:
**Net charge**: -1
**HOMO energy**: -0.1729 Ha
**Energy above the lowest of the compared OMol25 structures with the same formula, charge and spin**: 0.0 kJ/mol
**Calculated total energy**: -19478.4107 eV

Geometry (Å):
C 0.51183 -2.71771 -0.42345
N 1.49300 -1.66575 -0.55204
C 1.29301 -0.45710 -0.16491
N 2.23838 0.48505 -0.33851
N 2.38066 1.59195 0.28459
O 1.70082 1.91953 1.28726
O 3.22001 2.35018 -0.22333
N -0.09367 -0.15803 0.58103
C -0.07597 -0.36088 1.98082
C -1.13493 0.48971 0.03894
O -2.15107 0.80298 0.64265
O -0.91739 0.79542 -1.29768
C -1.94167 1.63831 -1.84981
H -0.28960 -2.69574 -1.27912
H -0.01641 -2.52209 0.50306
H 0.95618 -3.81126 -0.55186
H -0.17854 -1.49010 2.27640
H 0.79754 0.06932 2.48211
H -0.94188 0.16002 2.35532
H -2.57891 1.04145 -2.52168
H -1.61683 2.60811 -2.30178
H -2.65455 1.92663 -0.92802


# C31H40FN8O3SZr

A molecular structure, C31H40FN8O3SZr (ωB97M-V with the def2-TZVPD basis set, OMol25).

Computed properties:
**Net charge**: +3
**HOMO energy**: -0.5812 Ha
**Energy above the lowest of the compared OMol25 structures with the same formula, charge and spin**: 0.0 kJ/mol
**Calculated total energy**: -65678.2126 eV

Geometry (Å):
Zr 0.59539 0.30208 -0.60288
C -1.44245 -1.75582 -4.04171
C -1.04579 -0.81601 -2.96179
N 0.15246 -0.46152 -2.68165
C 1.32540 -0.84437 -3.47655
C 2.55243 -0.01885 -3.01826
N 2.12531 1.11970 -2.15590
C 3.23230 1.89259 -1.53679
C 3.57203 1.31876 -0.17735
N 2.34783 1.16957 0.66992
C 1.95293 2.32930 1.52283
C 0.82912 3.14685 0.90978
N -0.19081 2.24959 0.35600
C -1.42771 2.56862 0.24834
C -2.08567 3.80109 0.75256
C -2.25877 1.61870 -0.56730
C -3.62224 1.72786 -0.78607
C -4.21275 0.86601 -1.70135
C -3.43325 -0.03907 -2.41506
C -2.07872 -0.09394 -2.14048
N -1.54219 0.69362 -1.20505
H -0.72134 -2.56870 -4.12378
H -1.45535 -1.23232 -5.00332
H -2.43008 -2.17567 -3.87279
H 1.10541 -0.65753 -4.52868
H 1.53187 -1.90978 -3.36003
H 3.08672 0.35898 -3.89037
H 3.23106 -0.64537 -2.44518
H 1.60784 1.78309 -2.74645
H 2.88805 2.92508 -1.45480
H 4.11894 1.89374 -2.17359
H 4.31739 1.93583 0.32681
H 3.99303 0.31926 -0.29324
H 2.55088 0.40345 1.30732
H 2.81428 2.96768 1.72384
H 1.61756 1.92048 2.47616
H 1.18234 3.75203 0.06896
H 0.43519 3.82225 1.66712
H -1.42025 4.44813 1.31166
H -2.93365 3.53837 1.38898
H -2.47701 4.36149 -0.10036
H -4.21299 2.47660 -0.27847
H -5.27579 0.92867 -1.89272
H -3.87854 -0.66164 -3.17755
C 1.52696 -6.47947 3.00049
C 0.79107 -5.44351 3.82852
C -0.49345 -5.98772 4.42801
C -1.11213 -4.95964 5.35755
C -1.29214 -3.64629 4.64923
C -2.22730 -2.73766 5.08483
C -2.42167 -1.53233 4.40789
F -3.33323 -0.68327 4.87361
C -1.72118 -1.21286 3.28259
C -0.75639 -2.11827 2.81527
C -0.00436 -1.81433 1.63316
O -0.26157 -0.69792 0.99125
C 0.95283 -2.72997 1.21642
C 1.13776 -3.90124 1.95092
N 0.45714 -4.19991 3.03615
C -0.52694 -3.32656 3.50502
C 1.81842 -2.55635 0.01391
O 2.54993 -3.41539 -0.39021
O 1.71049 -1.36184 -0.57408
H 1.64026 -7.37031 3.61594
H 2.53085 -6.17162 2.71196
H 0.96086 -6.76026 2.11055
H 1.43835 -5.09422 4.63814
H -0.25652 -6.89827 4.97569
H -1.18543 -6.26111 3.62640
H -0.46762 -4.81452 6.22953
H -2.07549 -5.30041 5.73506
H -2.83482 -2.95304 5.95508
H -1.90119 -0.28617 2.75950
H 1.88679 -4.60024 1.61111
C 0.07201 7.45269 -3.85897
N 0.21230 6.19293 -3.13654
C -0.15640 5.00929 -3.60512
N -0.71661 4.95196 -4.81131
S 0.07782 3.57629 -2.68434
H 0.43237 8.25588 -3.22439
H -0.97456 7.65044 -4.09413
H 0.66488 7.44816 -4.77494
H 0.67242 6.19144 -2.24311
H -0.84467 5.76775 -5.38824
H -0.99023 4.05898 -5.17920


# C29H55BClF3IN2O9P2S

A molecular structure, C29H55BClF3IN2O9P2S at a distorted geometry (ωB97M-V with the def2-TZVPD basis set, OMol25).

Computed properties:
**Net charge**: +1
**HOMO energy**: -0.4094 Ha
**Calculated total energy**: -111228.3923 eV

Geometry (Å):
C 5.69021 1.52718 1.33208
C 5.40651 0.06666 1.67512
C 4.27572 -0.53669 0.83166
C 3.77855 -1.86627 1.40498
C 2.40969 -2.50451 1.06478
C 1.08864 -1.76628 0.72726
C 1.17888 -0.81962 -0.51295
C 2.30932 -0.96543 -1.58767
C 1.99651 -0.46464 -2.93142
O 2.95370 0.23145 -1.92588
C 0.48859 -0.86001 1.83802
C 0.98255 0.54109 2.19020
C 2.32575 0.65423 2.94392
C 2.19086 1.20414 4.38035
S 3.33174 0.34590 5.52021
O 0.31710 -1.49709 3.14061
C 1.24811 -2.14282 3.76324
N 1.97050 -2.68282 4.40718
N -1.01924 -0.74100 1.42201
P -1.63870 1.09023 1.19344
O -1.08452 1.31916 -0.29284
Cl -3.55015 0.65050 0.73006
C -1.48872 -2.05714 0.65245
C -2.24365 -1.80298 -0.70286
C -1.77400 -0.92616 -1.85457
O -0.76431 -1.53538 -2.63778
C -2.91675 -0.58114 -2.81778
F -3.46806 -1.67037 -3.36678
F -3.91284 0.09499 -2.22266
F -2.40156 0.20454 -3.75836
C -2.71731 -2.58644 1.54242
I -2.42941 -3.09236 3.62725
C -3.76436 -3.59275 0.99833
C -3.65046 -5.10695 1.15146
C -0.11445 -2.84274 0.50178
P 0.09279 -4.41644 1.44333
O 1.12176 -5.21492 0.71702
B 0.08768 -3.66960 -0.92329
C -0.91304 -4.76399 -1.47299
O 1.22940 -3.42339 -1.62501
H 4.93183 2.19991 1.74733
H 5.76273 1.67470 0.25138
H 6.64530 1.84372 1.76538
H 5.20000 -0.03969 2.74767
H 6.31448 -0.52113 1.48811
H 4.71050 -0.72781 -0.15503
H 3.48778 0.19874 0.65738
H 4.51215 -2.62419 1.10085
H 3.88056 -1.84054 2.49842
H 2.22208 -3.17263 1.90685
H 2.54720 -3.20713 0.24059
H 0.25587 -0.90627 -1.06529
H 1.29383 0.22295 -0.23160
H 2.93508 -1.87123 -1.55506
H 2.63751 -0.65348 -3.78612
H 1.21673 0.27806 -3.08328
H 1.00278 1.19640 1.32139
H 0.23450 0.94003 2.88757
H 2.87353 -0.28445 2.97744
H 2.95390 1.34973 2.38077
H 2.45229 2.26266 4.40469
H 1.18006 1.07696 4.77034
H 2.51390 0.30930 6.57238
H -1.46428 -0.81592 2.35168
H -0.62696 2.17828 -0.42702
H -2.45075 -2.78162 -1.13457
H -3.23627 -1.42848 -0.44670
H -1.41567 0.05686 -1.56112
H -1.11248 -2.38134 -2.95932
H -3.29165 -1.66597 1.67515
H -4.67190 -3.31812 1.55521
H -4.03827 -3.37048 -0.03519
H -4.59597 -5.53337 0.79644
H -3.53856 -5.42459 2.18971
H -2.87346 -5.57492 0.54884
H -1.17882 -4.98616 1.37950
H 0.33212 -4.21658 2.80182
H -0.45408 -5.73295 -1.24272
H -0.96442 -4.71163 -2.57120
H -1.93733 -4.75501 -1.10621
H 1.13193 -3.36164 -2.58191
C -3.16795 3.39025 -4.67754
O -2.99972 4.20528 -3.52678
C -3.15050 3.47815 -2.32397
C -2.49919 4.14637 -1.13421
O -1.09323 3.95188 -1.02550
C -0.26267 4.73084 -1.88596
C -0.13398 6.17813 -1.47737
O -1.28955 6.90154 -1.84490
C -1.45497 8.08694 -1.09618
H -4.15680 2.91689 -4.66325
H -3.10302 4.02013 -5.56080
H -2.40577 2.60698 -4.73778
H -2.74658 2.46523 -2.43020
H -4.22652 3.39761 -2.10746
H -2.90841 3.65604 -0.24740
H -2.76812 5.20294 -1.08658
H -0.59789 4.65476 -2.92216
H 0.72683 4.27622 -1.80902
H 0.74542 6.60290 -1.97986
H 0.02667 6.23889 -0.39279
H -1.53513 7.87148 -0.02403
H -2.37570 8.55686 -1.43337
H -0.62393 8.78256 -1.25376


# C3H2FNO3

C3H2FNO3 in the gas phase at a distorted geometry (ωB97M-V with the def2-TZVPD basis set, OMol25).

Computed properties:
**HOMO energy**: -0.3503 Ha
**Energy above the lowest of the compared OMol25 structures with the same formula, charge and spin**: 176.9 kJ/mol
**Calculated total energy**: -13490.4145 eV

Geometry (Å):
O 2.19154 -0.12656 0.37239
C 0.91480 0.11058 0.46233
O 0.44043 0.34847 1.74752
N -0.90900 0.49376 1.67196
C -1.29964 0.30815 0.44208
F -2.60682 0.43603 -0.02304
C -0.13375 0.08574 -0.42855
O -0.21953 -0.32187 -1.80907
H 2.36457 -0.10842 -0.57526
H -0.74260 -1.22588 -1.86037


# C3H10N2

C3H10N2 in the gas phase at a distorted geometry (ωB97M-V with the def2-TZVPD basis set, OMol25).

Computed properties:
**HOMO energy**: -0.3280 Ha
**Energy above the lowest of the compared OMol25 structures with the same formula, charge and spin**: 25.0 kJ/mol
**Calculated total energy**: -6253.1697 eV

Geometry (Å):
C 1.46454 -0.76659 0.36678
C 0.12079 -0.05787 0.43137
N -1.00813 -0.93692 0.71264
C -0.14672 0.70954 -0.84851
N -1.22330 1.67420 -0.80382
H 2.28607 -0.04545 0.48702
H 1.68040 -1.42592 1.21756
H 1.67573 -1.37130 -0.51747
H 0.23553 0.64050 1.26618
H -1.24022 -1.57833 -0.03736
H -0.91339 -1.43397 1.59106
H -0.31823 0.02899 -1.68469
H 0.80985 1.18322 -1.11170
H -1.35787 2.11701 0.09430
H -2.06504 1.26289 -1.16338


# C3H3FN2OS

C3H3FN2OS in the gas phase at a distorted geometry (ωB97M-V with the def2-TZVPD basis set, OMol25).

Computed properties:
**HOMO energy**: -0.3098 Ha
**Energy above the lowest of the compared OMol25 structures with the same formula, charge and spin**: 366.1 kJ/mol
**Calculated total energy**: -21735.9414 eV

Geometry (Å):
N 0.07759 -0.80439 -2.19729
N 0.03032 -0.54057 -0.75167
O -1.24602 -0.82208 -0.25157
C -1.18066 -0.31598 1.07157
F -2.03938 -0.98176 1.85211
C -0.08408 0.40447 1.31854
C 0.58363 0.31059 -0.01112
S 1.89062 1.41053 -0.32662
H 0.11575 0.11612 -2.67893
H 0.99271 -1.30522 -2.45155
H 0.29548 1.05335 2.06884


For the records above, the corresponding orbital gap values read 8.2; 6.7; 8.0; 9.7; 10.1; 8.7 eV.